DFT (the ωB97M-V functional and the def2-TZVPD basis) results for a 4-piece molecular cluster, C33H48N6O3 overall.

Geometry (Å):
N (0.800, -0.538, -0.368)
O (0.095, -1.076, 0.525)
O (0.240, 0.027, -1.357)
O (2.045, -0.567, -0.287)
C (5.776, -1.540, -0.359)
C (5.457, -1.908, 1.092)
C (5.041, -0.600, 1.790)
N (4.300, -0.813, 3.098)
C (4.943, -1.810, 4.034)
C (6.222, -1.266, 4.608)
C (6.035, 0.036, 5.337)
C (5.406, 1.011, 4.389)
C (4.099, 0.533, 3.807)
C (2.876, -1.263, 2.789)
H (4.924, -1.318, -0.997)
H (6.352, -2.408, -0.692)
H (6.459, -0.695, -0.474)
H (6.321, -2.378, 1.557)
H (4.640, -2.627, 1.121)
H (4.303, -0.066, 1.188)
H (5.858, 0.096, 1.960)
H (5.134, -2.724, 3.473)
H (4.276, -2.149, 4.830)
H (7.050, -1.286, 3.883)
H (6.697, -2.055, 5.210)
H (7.002, 0.349, 5.726)
H (5.331, -0.125, 6.158)
H (6.016, 1.504, 3.627)
H (5.182, 1.901, 4.998)
H (3.623, 1.315, 3.215)
H (3.349, 0.361, 4.585)
H (2.969, -2.193, 2.237)
H (2.450, -0.503, 2.143)
H (2.277, -1.406, 3.682)
C (-0.507, 6.235, -8.623)
N (-0.612, 5.874, -7.197)
C (-0.816, 4.589, -6.888)
C (-0.712, 4.152, -5.576)
C (-0.380, 5.051, -4.568)
C (-0.173, 6.401, -4.935)
C (-0.278, 6.770, -6.255)
C (-0.121, 4.556, -3.183)
C (-0.792, 3.550, -2.510)
C (-0.340, 3.065, -1.306)
N (0.692, 3.631, -0.670)
C (1.356, 4.679, -1.225)
C (0.935, 5.124, -2.456)
C (1.196, 2.942, 0.580)
H (0.469, 5.893, -8.967)
H (-0.714, 7.292, -8.758)
H (-1.227, 5.704, -9.245)
H (-0.977, 3.947, -7.742)
H (-0.973, 3.131, -5.332)
H (0.031, 7.130, -4.164)
H (-0.041, 7.771, -6.586)
H (-1.606, 3.041, -3.013)
H (-0.720, 2.188, -0.798)
H (2.122, 5.093, -0.587)
H (1.417, 5.988, -2.899)
H (0.435, 3.069, 1.340)
H (2.209, 3.292, 0.735)
H (1.263, 1.908, 0.238)
C (-10.168, -3.895, 2.590)
N (-8.765, -3.928, 2.099)
C (-8.212, -5.021, 1.536)
C (-6.884, -4.942, 1.178)
C (-6.138, -3.787, 1.313)
C (-6.798, -2.673, 1.830)
C (-8.092, -2.764, 2.297)
C (-4.775, -3.744, 0.739)
C (-3.716, -3.052, 1.316)
C (-2.459, -3.065, 0.704)
N (-2.263, -3.612, -0.490)
C (-3.288, -4.303, -1.070)
C (-4.533, -4.338, -0.520)
C (-0.913, -3.678, -1.104)
H (-10.092, -4.134, 3.650)
H (-10.778, -4.674, 2.132)
H (-10.728, -2.979, 2.427)
H (-8.952, -5.784, 1.340)
H (-6.471, -5.895, 0.864)
H (-6.274, -1.727, 1.779)
H (-8.677, -1.915, 2.613)
H (-3.962, -2.609, 2.272)
H (-1.599, -2.622, 1.190)
H (-3.097, -4.732, -2.044)
H (-5.278, -4.960, -0.996)
H (-0.820, -4.548, -1.743)
H (-0.227, -3.791, -0.267)
H (-0.726, -2.715, -1.575)

Values from the calculation:
- HOMO energy: -16.53 eV
- LUMO: -9.9582 eV
- Kohn-Sham gap: 6.6 eV
- Total charge: +4

Results of the Mulliken charge analysis, in e, for atoms 1 through 8: atom 1 (N): 0.7621, atom 2 (O): -0.5186, atom 3 (O): -0.6333, atom 4 (O): -0.4745, atom 5 (C): -1.3693, atom 6 (C): -0.3640, atom 7 (C): -0.6283, atom 8 (N): 0.2838

---

DFT (the ωB97M-V functional and the def2-TZVPD basis) results for a single C22H19N3O4 molecule.

Geometry (Å):
C (-2.178, -6.340, 1.052)
O (-1.821, -4.970, 1.177)
C (-0.463, -4.679, 1.263)
O (0.413, -5.533, 1.393)
C (-0.033, -3.267, 1.250)
C (-1.020, -2.369, 1.774)
N (-1.850, -1.640, 2.163)
C (1.217, -2.799, 0.755)
C (1.611, -1.351, 0.711)
C (0.992, -0.380, -0.041)
O (-0.015, -0.766, -0.887)
C (-0.969, 0.129, -1.251)
C (-1.644, 0.891, -0.299)
C (-2.609, 1.840, -0.656)
C (-3.290, 2.660, 0.414)
C (-3.004, 1.915, -1.988)
C (-2.378, 1.119, -2.984)
C (-2.677, 1.147, -4.462)
C (-1.323, 0.237, -2.566)
N (1.446, 0.929, -0.031)
C (2.486, 1.340, 0.642)
C (2.752, 2.814, 0.552)
C (1.922, 3.786, -0.247)
C (3.833, 3.267, 1.281)
C (4.620, 2.362, 2.118)
C (4.348, 1.007, 2.151)
N (3.289, 0.457, 1.386)
C (2.876, -0.883, 1.448)
O (3.561, -1.677, 2.111)
H (-1.686, -6.911, 1.860)
H (-1.865, -6.742, 0.093)
H (-3.283, -6.481, 1.114)
H (1.985, -3.550, 0.538)
H (-1.462, 0.751, 0.768)
H (-3.210, 2.254, 1.413)
H (-2.841, 3.675, 0.398)
H (-4.339, 2.696, 0.164)
H (-3.821, 2.544, -2.309)
H (-2.353, 0.202, -4.934)
H (-2.229, 1.965, -4.969)
H (-3.730, 1.217, -4.626)
H (-0.795, -0.383, -3.276)
H (2.052, 3.550, -1.299)
H (2.211, 4.820, -0.044)
H (0.884, 3.720, 0.034)
H (4.129, 4.315, 1.211)
H (5.434, 2.762, 2.749)
H (4.829, 0.352, 2.886)

Values from the calculation:
- HOMO energy: -8.50 eV
- LUMO: -0.7785 eV
- Kohn-Sham gap: 7.7 eV

Results of the Mulliken charge analysis, in e, for atoms 1 through 8: atom 1 (C): -0.6256, atom 2 (O): -0.3023, atom 3 (C): 0.0334, atom 4 (O): -0.5734, atom 5 (C): 1.0598, atom 6 (C): 0.0468, atom 7 (N): -0.5488, atom 8 (C): -0.8525

---

DFT (the ωB97M-V functional and the def2-TZVPD basis) results for C5H6AgO4 as an isolated structure.

Geometry (Å):
O (3.096, 0.909, 0.860)
C (3.261, -0.236, 0.468)
C (2.204, -0.917, -0.356)
O (1.224, -0.244, -0.742)
Ag (1.133, 2.138, 0.343)
H (4.099, -0.865, 0.823)
H (2.234, -2.009, -0.494)
C (-3.449, -1.324, 1.284)
C (-3.039, -0.168, 0.789)
O (-1.660, 0.084, 0.711)
C (-1.087, 0.608, -0.336)
O (-1.914, 0.773, -1.328)
H (-2.754, -2.147, 1.452)
H (-3.676, 0.617, 0.389)
H (-4.516, -1.498, 1.411)
H (-1.890, 1.687, -1.641)

Values from the calculation:
- HOMO energy: -13.03 eV
- LUMO: -5.4958 eV
- Kohn-Sham gap: 7.5 eV
- Total charge: +1

Results of the Mulliken charge analysis, in e, for atoms 1 through 8: atom 1 (O): -0.4344, atom 2 (C): 0.1952, atom 3 (C): 0.0224, atom 4 (O): -0.3989, atom 5 (Ag): 0.6157, atom 6 (H): 0.3568, atom 7 (H): 0.3688, atom 8 (C): -0.6204

---

DFT (the ωB97M-V functional and the def2-TZVPD basis) results for a single C25H41N3O2 molecule.

Geometry (Å):
C (-0.055, -4.662, 1.190)
C (-0.870, -3.994, 0.085)
C (-0.336, -4.379, -1.294)
C (-0.916, -2.474, 0.300)
N (0.383, -1.868, 0.092)
C (0.797, -0.761, 0.741)
O (0.057, -0.131, 1.488)
C (2.194, -0.338, 0.473)
C (3.208, -1.224, 0.118)
C (4.489, -0.761, -0.103)
C (4.811, 0.591, 0.015)
C (6.237, 1.045, -0.249)
C (6.416, 2.556, -0.081)
C (6.621, 0.674, -1.689)
C (7.176, 0.338, 0.740)
C (3.794, 1.465, 0.382)
C (2.510, 1.008, 0.614)
C (-1.994, -1.791, -0.576)
O (-2.668, -2.384, -1.396)
N (-2.103, -0.486, -0.301)
C (-3.040, 0.390, -0.958)
C (-3.969, 1.178, 0.002)
N (-5.049, 0.357, 0.576)
C (-4.621, -0.804, 1.337)
C (-6.102, -0.056, -0.332)
C (-4.619, 2.330, -0.795)
C (-3.671, 3.471, -1.165)
C (-2.963, 4.029, 0.060)
C (-2.223, 2.903, 0.767)
C (-3.193, 1.801, 1.181)
H (-0.033, -5.739, 1.043)
H (0.970, -4.295, 1.187)
H (-0.487, -4.458, 2.167)
H (-1.907, -4.339, 0.146)
H (-0.875, -3.838, -2.067)
H (-0.484, -5.443, -1.457)
H (0.731, -4.178, -1.388)
H (-1.193, -2.268, 1.343)
H (0.963, -2.275, -0.623)
H (3.014, -2.284, 0.043)
H (5.253, -1.476, -0.369)
H (6.186, 2.867, 0.935)
H (5.784, 3.105, -0.775)
H (7.451, 2.822, -0.286)
H (5.944, 1.153, -2.393)
H (6.576, -0.400, -1.849)
H (7.634, 1.007, -1.902)
H (7.145, -0.741, 0.617)
H (8.200, 0.669, 0.582)
H (6.891, 0.573, 1.763)
H (3.989, 2.518, 0.497)
H (1.729, 1.692, 0.909)
H (-1.509, -0.091, 0.422)
H (-3.646, -0.233, -1.621)
H (-2.482, 1.099, -1.578)
H (-4.335, -1.651, 0.699)
H (-3.792, -0.560, 1.992)
H (-5.458, -1.122, 1.961)
H (-5.753, -0.719, -1.137)
H (-6.600, 0.805, -0.769)
H (-6.843, -0.604, 0.251)
H (-5.425, 2.734, -0.180)
H (-5.050, 1.938, -1.717)
H (-2.926, 3.127, -1.886)
H (-4.252, 4.257, -1.653)
H (-2.268, 4.818, -0.234)
H (-3.698, 4.464, 0.741)
H (-1.453, 2.497, 0.108)
H (-1.722, 3.283, 1.660)
H (-2.632, 1.046, 1.728)
H (-3.937, 2.215, 1.865)

Values from the calculation:
- HOMO energy: -8.02 eV
- LUMO: 0.5779 eV
- Kohn-Sham gap: 8.6 eV

Results of the Mulliken charge analysis, in e, for atoms 1 through 8: atom 1 (C): -1.4381, atom 2 (C): 0.4514, atom 3 (C): -1.6051, atom 4 (C): -0.2502, atom 5 (N): 0.0662, atom 6 (C): 0.5909, atom 7 (O): -0.7266, atom 8 (C): 0.4276

---

Relative energy (zero: lowest compared OMol25 entry of this formula, charge and spin) (computed, kcal per mole): 0.00, 74.77, 82.64, 0.00